Computed, not measured: C16H17FN2Tl as an isolated structure, with the ωB97M-V functional and the def2-TZVPD basis.

Properties
- LUMO energy: 2.83 eV
- Molecular weight: 460.71 g/mol
- HOMO level: -3.173 eV
- Energy relative to the best compared isomer or geometry (same formula, charge and spin): 0.00 kcal/mol
- Orbital gap: 6.0 eV
- E: -27257.0542 eV
- 2S+1: 1
- Total charge: -1

Last column: Mulliken charge in e.
Cartesian coordinates (Å):
Tl -0.54 -1.80 -0.84  0.17
C 0.56 -1.98 2.46  -1.08
N -0.27 -0.99 1.79  0.29
C -1.52 -0.79 2.50  -1.19
C 0.43 0.27 1.59  -1.02
C 1.63 0.14 0.69  1.07
C 2.81 0.78 1.04  -0.78
C 3.92 0.72 0.20  -0.53
C 3.84 -0.01 -0.97  -0.63
C 2.65 -0.67 -1.30  -0.22
C 1.51 -0.61 -0.50  -0.35
H 0.84 -1.65 3.47  0.32
H 1.46 -2.14 1.88  0.34
H 0.01 -2.92 2.53  0.31
H -1.35 -0.43 3.53  0.37
H -2.07 -1.73 2.55  0.30
H -2.13 -0.06 1.96  0.31
H 0.73 0.70 2.57  0.33
H -0.29 0.96 1.13  0.36
H 2.87 1.34 1.97  0.30
H 4.84 1.22 0.48  0.34
H 4.70 -0.07 -1.64  0.37
H 2.63 -1.23 -2.23  0.17
F -3.91 3.78 -1.52  -0.36
C -3.20 2.62 -1.37  0.58
C -1.93 2.55 -1.88  -0.73
C -1.21 1.36 -1.71  0.20
C -1.74 0.25 -1.06  -0.88
C -3.04 0.38 -0.58  -0.05
C -3.79 1.56 -0.71  -0.75
H -1.51 3.41 -2.39  0.40
H -0.20 1.32 -2.10  0.32
H -3.52 -0.46 -0.08  0.39
H -4.80 1.65 -0.33  0.39
N 0.56 -2.63 -3.77  -0.09
C 0.75 -1.64 -4.36  -0.20
H 0.28 -3.21 -2.99  0.22

Computed, not measured: C42H44P2Ti as an isolated structure at a distorted geometry, with the ωB97M-V functional and the def2-TZVPD basis.

Properties
- LUMO energy (alpha / beta): -0.37 / -0.50 eV
- Molecular weight: 658.63 g/mol
- HOMO level (alpha / beta): -4.438 / -4.492 eV
- Energy relative to the best compared isomer or geometry (same formula, charge and spin): 117.89 kcal/mol
- Orbital gap (alpha / beta): 4.1 / 4.0 eV
- E: -85949.8711 eV
- 2S+1: 3

Last column: Mulliken charge in e.
Cartesian coordinates (Å):
Ti 0.10 -0.94 -0.87  -0.62
C -2.85 0.60 4.69  -0.77
C -3.34 0.75 3.45  0.04
C -3.35 1.97 2.59  -1.41
C -2.02 2.22 1.80  0.88
C -0.83 2.58 2.65  -0.24
C -0.77 2.89 3.95  -0.28
C -1.88 2.98 4.94  -1.25
C -2.25 1.63 5.59  -0.16
C 2.43 -0.61 -1.01  -2.13
H -2.91 -0.38 5.15  0.29
H -3.80 -0.14 2.98  0.68
H -3.59 2.88 3.15  0.50
H -4.15 1.83 1.85  0.43
H -1.76 1.32 1.21  -0.89
H -2.24 3.00 1.03  0.43
H 0.11 2.54 2.07  0.20
H 0.21 3.16 4.35  0.34
H -2.77 3.46 4.53  0.38
H -1.53 3.65 5.74  0.42
H -1.38 1.22 6.12  0.06
H -2.99 1.87 6.38  0.40
H 3.48 -0.55 -1.34  0.59
H 2.38 -0.51 0.09  0.77
H 2.07 -1.62 -1.35  0.59
P -0.42 -1.82 -2.83  1.57
P 1.37 0.70 -1.96  3.15
C -1.03 -0.20 -3.16  -0.24
C -0.40 0.82 -2.44  -1.40
C -0.47 -2.90 -4.19  0.57
C -1.49 -2.71 -5.13  -0.54
C -1.57 -3.60 -6.19  -0.73
C -0.64 -4.65 -6.32  -0.47
C 0.40 -4.78 -5.38  -0.84
C 0.50 -3.91 -4.32  0.08
C -1.36 -2.30 -1.28  0.69
C -1.84 -1.30 -0.30  -0.16
C -2.38 -1.77 0.94  -0.06
C -2.63 -3.14 1.08  -0.42
C -2.20 -4.07 0.11  -0.60
C -1.56 -3.68 -1.05  -1.18
C 2.26 0.73 -3.53  0.21
C 2.17 -0.38 -4.38  0.00
C 2.70 -0.30 -5.66  -0.69
C 3.40 0.85 -6.04  -0.64
C 3.53 1.93 -5.16  -0.68
C 2.94 1.88 -3.90  -0.55
C 1.81 2.23 -1.09  0.29
C 3.09 2.34 -0.50  -0.41
C 3.52 3.59 -0.05  -0.85
C 2.68 4.70 -0.15  -0.53
C 1.38 4.56 -0.65  -0.80
C 0.92 3.31 -1.06  -0.35
H -1.91 -0.07 -3.80  0.42
H -0.81 1.83 -2.46  0.56
H -2.20 -1.89 -5.01  0.23
H -2.37 -3.50 -6.92  0.40
H -0.73 -5.37 -7.13  0.40
H 1.12 -5.60 -5.48  0.40
H 1.29 -4.01 -3.56  0.47
H -1.87 -0.21 -0.61  0.29
H -2.60 -1.06 1.74  -0.14
H -3.13 -3.50 1.98  0.41
H -2.40 -5.14 0.29  0.36
H -1.22 -4.38 -1.82  0.41
H 1.65 -1.30 -4.05  -0.08
H 2.56 -1.14 -6.35  0.48
H 3.86 0.89 -7.03  0.36
H 4.09 2.82 -5.44  0.41
H 3.01 2.72 -3.21  0.28
H 3.74 1.48 -0.42  0.28
H 4.52 3.68 0.37  0.41
H 3.03 5.68 0.17  0.41
H 0.72 5.43 -0.73  0.40
H -0.11 3.19 -1.39  0.08
C 0.61 -1.09 2.37  -0.33
C 0.62 -0.99 3.77  0.53
C -0.12 -1.90 4.60  -0.39
C -0.13 -1.73 5.99  -0.44
C 0.58 -0.69 6.59  -0.59
C 1.34 0.18 5.81  -0.50
C 1.35 0.06 4.43  -0.51
H 0.26 -2.03 1.92  0.30
H 1.12 -0.32 1.80  -0.69
H -0.68 -2.71 4.12  0.29
H -0.72 -2.42 6.60  0.36
H 0.56 -0.58 7.68  0.35
H 1.93 0.97 6.28  0.35
H 1.92 0.76 3.81  0.32

Computed, not measured: C39H44AsOTc as an isolated structure at a distorted geometry, with the ωB97M-V functional and the def2-TZVPD basis.

Properties
- LUMO energy (alpha / beta): -3.00 / -3.05 eV
- Molecular weight: 701.70 g/mol
- HOMO level (alpha / beta): -7.873 / -9.740 eV
- Orbital gap (alpha / beta): 4.9 / 6.7 eV
- E: -106229.0591 eV
- 2S+1: 4
- Total charge: +1

Last column: Mulliken charge in e.
Cartesian coordinates (Å):
C 1.38 -2.37 0.70  1.08
C 2.27 -1.49 0.00  -0.08
C 1.78 -1.36 -1.33  2.02
C 0.48 -1.97 -1.40  -0.01
C 0.25 -2.63 -0.14  1.19
Tc 0.29 -0.53 0.20  -1.40
C -2.26 1.96 -0.39  2.72
C -2.09 0.82 0.64  -0.51
H -2.74 0.91 1.53  0.43
C -1.79 -0.54 0.28  -1.25
H -2.26 -1.09 -0.58  0.66
H -1.77 -1.15 1.21  0.76
C -3.11 3.12 0.20  -2.22
H -2.62 3.48 1.10  0.48
H -3.25 3.94 -0.50  0.46
H -4.11 2.85 0.48  0.40
C -2.91 1.45 -1.72  -1.61
H -2.37 0.56 -2.08  0.22
H -3.97 1.17 -1.60  0.39
H -2.94 2.23 -2.50  0.35
C 3.57 -0.97 0.52  -1.69
H 3.45 -0.59 1.54  0.15
H 4.34 -1.75 0.55  0.34
H 3.94 -0.14 -0.10  0.43
C 2.59 -0.85 -2.47  -1.95
H 2.80 0.22 -2.42  0.51
H 3.54 -1.39 -2.50  0.40
H 2.09 -1.03 -3.43  0.39
C -0.39 -2.09 -2.61  -1.94
H 0.00 -1.48 -3.43  0.37
H -0.44 -3.14 -2.93  0.39
H -1.41 -1.76 -2.38  0.23
C -0.88 -3.55 0.18  -1.53
H -1.76 -3.31 -0.43  0.38
H -0.56 -4.59 -0.01  0.34
H -1.15 -3.45 1.23  0.42
C 1.65 -2.95 2.03  -1.38
H 0.76 -3.47 2.41  0.43
H 2.48 -3.67 1.96  0.36
H 1.94 -2.17 2.75  -0.03
C -0.10 1.32 -1.07  1.40
C -1.10 2.51 -0.83  -0.55
C 0.55 1.43 -2.31  -0.13
C -0.72 3.77 -1.24  -0.54
H 0.59 1.62 -0.30  -0.05
C 0.59 2.70 -2.94  -1.13
H 0.89 0.51 -2.71  0.30
C 0.06 3.89 -2.39  -1.00
H -1.18 4.71 -0.82  0.42
H 0.87 2.75 -3.97  0.40
H 0.08 4.88 -2.90  0.36
O 0.70 0.77 1.77  1.04
As 0.58 1.08 3.47  1.23
C 1.79 2.53 3.65  0.20
C 2.83 2.72 2.73  -0.14
C 3.72 3.79 2.91  -0.72
C 3.55 4.67 3.99  -0.45
C 2.50 4.47 4.90  -0.79
C 1.61 3.40 4.73  -0.39
C -1.18 1.73 3.83  0.26
C -2.10 0.95 4.55  -0.41
C -3.38 1.46 4.79  -0.85
C -3.73 2.74 4.34  -0.71
C -2.79 3.52 3.65  -0.35
C -1.51 3.02 3.40  -0.64
C 1.15 -0.51 4.38  0.01
C 2.48 -0.56 4.85  -0.21
C 2.91 -1.68 5.57  -0.77
C 2.02 -2.72 5.84  -0.55
C 0.69 -2.65 5.40  -1.11
C 0.26 -1.55 4.65  0.16
H 2.93 2.06 1.87  0.19
H 4.53 3.94 2.20  0.42
H 4.23 5.51 4.12  0.40
H 2.36 5.15 5.74  0.41
H 0.79 3.24 5.43  0.46
H -1.80 -0.01 4.96  0.37
H -4.11 0.85 5.33  0.44
H -4.72 3.14 4.53  0.41
H -3.05 4.52 3.30  0.42
H -0.76 3.62 2.87  0.46
H 3.15 0.28 4.66  0.42
H 3.94 -1.72 5.92  0.43
H 2.35 -3.59 6.42  0.41
H -0.02 -3.45 5.63  0.44
H -0.76 -1.52 4.26  0.30

Computed, not measured: C3H7N as an isolated structure at a distorted geometry, with the ωB97M-V functional and the def2-TZVPD basis.

Properties
- LUMO energy (alpha / beta): 4.84 / 4.57 eV
- Molecular weight: 57.10 g/mol
- HOMO level (alpha / beta): 0.726 / -1.270 eV
- Energy relative to the best compared isomer or geometry (same formula, charge and spin): 66.46 kcal/mol
- Orbital gap (alpha / beta): 4.1 / 5.8 eV
- E: -4709.4804 eV
- 2S+1: 2
- Total charge: -1

Last column: Mulliken charge in e.
Cartesian coordinates (Å):
C -0.36 1.38 -0.34  -0.94
C 0.03 0.01 0.11  0.20
C 0.00 -1.20 -0.82  -1.21
N 0.23 -0.27 1.41  -1.01
H 0.49 1.95 0.00  0.29
H -0.38 1.36 -1.41  0.38
H -1.25 1.72 0.10  0.24
H -0.28 -2.03 -0.11  0.47
H 1.12 0.12 0.65  0.03
H 1.08 -1.37 -0.93  0.20
H -0.37 -1.07 -1.87  0.37